[1]
DFT (ωB97M-V/def2-TZVPD) results for a structure of composition C32H32AlN7O.

Structure (XYZ):
```
73
Properties=species:S:1:pos:R:3
Al 0.225 0.300 -0.292
N 2.066 0.429 -4.187
C 1.320 0.691 -3.130
N 1.415 0.044 -1.991
C 2.343 -0.991 -1.870
N 2.459 -1.657 -0.756
N 1.548 -1.203 0.159
C 1.515 -1.687 1.334
C 0.450 -1.142 2.195
C 0.251 -1.528 3.502
C -0.807 -0.964 4.206
C -1.627 -0.042 3.581
C -1.364 0.299 2.262
N -0.347 -0.237 1.587
C 3.184 -1.323 -3.006
C 4.128 -2.355 -2.965
C 4.888 -2.631 -4.079
C 4.718 -1.885 -5.249
C 3.791 -0.865 -5.309
C 3.029 -0.592 -4.181
H 1.941 0.980 -5.024
H 0.592 1.492 -3.209
H 2.205 -2.452 1.675
H 0.902 -2.261 3.960
H -0.988 -1.250 5.234
H -2.466 0.405 4.096
H -1.981 1.003 1.715
H 4.244 -2.921 -2.052
H 5.618 -3.428 -4.051
H 5.317 -2.108 -6.121
H 3.658 -0.287 -6.215
N -1.013 -1.280 -1.074
C -2.337 -1.204 -0.479
C -2.837 -2.298 0.206
C -4.076 -2.221 0.825
C -4.807 -1.045 0.744
C -4.293 0.044 0.057
C -3.044 -0.005 -0.563
C -2.476 1.211 -1.220
C -3.324 2.042 -1.955
C -2.863 3.238 -2.482
C -1.548 3.621 -2.262
C -0.703 2.783 -1.543
C -1.125 1.554 -1.014
H -0.672 -2.234 -0.991
H -1.082 -1.082 -2.071
H -2.267 -3.221 0.243
H -4.470 -3.079 1.353
H -5.779 -0.976 1.214
H -4.860 0.966 0.016
H -4.353 1.745 -2.122
H -3.529 3.868 -3.057
H -1.182 4.564 -2.649
H 0.323 3.107 -1.389
O 1.449 1.487 0.476
C 2.170 2.431 0.855
C 3.471 2.175 1.541
C 3.202 2.585 3.023
C 1.727 2.492 3.497
C 0.816 3.697 3.167
C 0.444 3.843 1.687
N 1.696 3.685 0.910
H 4.287 2.758 1.112
H 3.717 1.119 1.448
H 3.553 3.607 3.183
H 3.821 1.952 3.657
H 1.748 2.396 4.583
H 1.269 1.566 3.128
H 1.321 4.611 3.497
H -0.102 3.629 3.754
H -0.003 4.808 1.461
H -0.248 3.071 1.357
H 2.401 4.351 1.205
```

Output
Spin multiplicity: 1
Net charge: +2
Orbital gap: 6.92 eV
HOMO level: -13.31 eV

---

[2]
DFT (ωB97M-V/def2-TZVPD) results for a structure of composition C32H32BFeN3O5S2Se2.

Structure (XYZ):
```
78
Properties=species:S:1:pos:R:3
Fe -0.035 -1.607 0.491
Se 0.808 -3.022 2.772
Se -2.191 -3.098 0.415
C -2.524 -1.700 1.638
C -3.636 -1.523 2.454
C -3.709 -0.365 3.207
C -2.721 0.608 3.111
C -1.636 0.373 2.289
N -1.545 -0.787 1.629
C 1.516 -3.852 1.269
C 2.201 -5.082 1.234
C 2.657 -5.571 0.036
C 2.436 -4.853 -1.146
C 1.753 -3.665 -1.054
N 1.311 -3.181 0.116
H -4.413 -2.274 2.476
H -4.561 -0.200 3.857
H -2.769 1.560 3.620
H -0.436 1.418 0.917
H 2.351 -5.620 2.159
H 3.182 -6.519 0.005
H 2.771 -5.220 -2.106
H 1.524 -3.061 -1.923
C 3.031 0.089 1.838
C 2.090 1.028 2.425
C 1.294 0.536 3.708
C 1.152 1.521 4.784
C 1.518 2.801 4.652
C 2.188 3.272 3.462
C 2.503 2.442 2.462
H 2.779 -0.962 1.784
H 4.058 0.397 1.690
H 1.455 -0.494 4.013
H 0.785 1.154 5.737
H 1.363 3.494 5.469
H 2.488 4.311 3.412
H 3.117 2.788 1.636
O 5.367 -3.105 -4.458
C 4.663 -2.030 -4.887
O 4.718 -1.703 -6.039
C 3.846 -1.313 -3.858
C 2.800 -0.511 -4.310
C 2.001 0.165 -3.407
C 2.244 0.048 -2.040
S 1.201 0.896 -0.878
C 3.296 -0.733 -1.586
C 4.096 -1.411 -2.494
H 5.135 -3.304 -3.543
H 2.626 -0.435 -5.374
H 1.174 0.776 -3.747
H 3.473 -0.816 -0.522
H 4.925 -1.995 -2.109
S -0.960 3.071 2.505
C -0.530 1.391 2.011
N 0.694 0.630 2.411
C -4.290 2.302 0.252
C -3.678 1.583 -0.934
C -4.721 0.761 -1.675
O -2.708 0.632 -0.417
B -1.628 0.677 -1.224
O -1.691 1.609 -2.218
C -2.804 2.488 -1.869
C -3.482 2.915 -3.155
C -2.198 3.682 -1.148
H -4.877 1.589 0.833
H -4.956 3.099 -0.089
H -3.526 2.722 0.908
H -5.166 0.055 -0.974
H -4.272 0.189 -2.488
H -5.509 1.396 -2.082
H -3.781 2.058 -3.756
H -2.793 3.525 -3.740
H -4.367 3.516 -2.937
H -1.700 3.395 -0.218
H -2.964 4.417 -0.901
H -1.464 4.151 -1.805
O -0.065 -1.340 -1.502
C -0.282 -0.176 -1.078
```

Output
Spin multiplicity: 6
Net charge: -1
Orbital gap (spin up / spin down): 5.59 / 5.64 eV
HOMO level (spin up / spin down): -3.80 / -3.80 eV
⟨S²⟩: 8.884

---

[3]
DFT (ωB97M-V/def2-TZVPD) results for a structure of composition C32H32BN11O2W.

Structure (XYZ):
```
79
Properties=species:S:1:pos:R:3
W -0.498 0.418 1.855
C -2.111 3.421 0.258
C -2.931 2.322 0.837
C -4.314 2.223 0.864
C -4.600 1.022 1.498
N -3.457 0.436 1.830
N -2.408 1.218 1.436
B -3.082 -0.852 2.599
N -2.393 -0.394 3.939
C -2.716 -0.346 5.224
C -1.701 0.284 5.943
C -0.744 0.634 5.015
C 0.540 1.362 5.192
N -1.162 0.224 3.784
N -1.799 -1.287 1.812
C -1.552 -2.498 1.453
C -0.233 -2.955 1.152
C 0.937 -2.184 1.505
C 2.271 -2.846 1.542
N 0.784 -0.933 1.801
N -4.186 -1.825 2.659
C -4.941 -2.414 3.631
C -5.862 -3.209 3.018
C -5.615 -3.065 1.630
C -6.347 -3.708 0.500
N -4.608 -2.236 1.418
H -2.472 4.381 0.624
H -2.208 3.432 -0.829
H -1.061 3.340 0.523
H -5.019 2.937 0.476
H -5.542 0.548 1.723
H -3.647 -0.751 5.582
H -1.676 0.461 7.004
H 0.918 1.216 6.202
H 0.389 2.433 5.043
H 1.297 1.021 4.485
H -2.364 -3.225 1.466
H -0.101 -3.965 0.786
H 2.247 -3.678 2.251
H 3.048 -2.144 1.829
H 2.497 -3.278 0.564
H -4.776 -2.246 4.681
H -6.614 -3.815 3.492
H -6.997 -4.500 0.865
H -5.653 -4.138 -0.220
H -6.965 -2.979 -0.024
C 7.412 -1.715 -5.879
O 6.411 -0.937 -6.575
C 5.625 -0.120 -5.941
C 4.727 0.617 -6.757
C 3.905 1.533 -6.191
C 3.911 1.718 -4.777
C 4.807 0.970 -3.959
C 5.649 0.068 -4.527
N 3.136 2.696 -4.299
N 2.933 3.131 -3.185
C 2.455 2.707 -1.977
C 2.857 3.421 -0.849
C 2.303 3.191 0.411
C 1.294 2.264 0.538
O 0.617 2.045 1.675
C 0.874 1.517 -0.593
N -0.138 0.639 -0.344
C -0.682 -0.020 -1.354
C -0.224 0.142 -2.667
C 0.820 0.998 -2.925
C 1.414 1.719 -1.871
H 7.913 -2.283 -6.653
H 6.933 -2.389 -5.171
H 8.119 -1.052 -5.385
H 4.755 0.447 -7.825
H 3.240 2.141 -6.791
H 4.843 1.154 -2.893
H 6.353 -0.481 -3.919
H 3.606 4.193 -0.973
H 2.619 3.771 1.267
H -1.511 -0.679 -1.126
H -0.710 -0.401 -3.465
H 1.161 1.128 -3.944
```

Output
Spin multiplicity: 4
Net charge: +3
Orbital gap (spin up / spin down): 5.66 / 4.36 eV
HOMO level (spin up / spin down): -15.46 / -15.59 eV
⟨S²⟩: 3.828

---

Quick rundown of electronic energy, same order as above: -1939.30795 -8666.96757 -2082.51322 Eh
Quick rundown of maximum force, same order as above: 0.012 0.024 0.014 Eh/bohr